(1)
The following is a quantum chemistry calculation of a cluster of 3 separate species, C13H35BFNO12P2S in total, from OMol25.

Structure (XYZ):
```
66
Properties=species:S:1:pos:R:3:lowdin_charge:R:1
C 0.668 -4.992 1.685 -0.07
O 1.281 -4.266 0.615 0.04
B 2.518 -4.742 0.254 -0.75
O 2.768 -4.906 -1.073 0.20
N 3.516 -4.999 1.348 0.04
S 5.052 -4.523 1.062 0.57
O 5.831 -4.985 2.153 -0.25
O 5.553 -4.910 -0.205 -0.23
F 4.960 -2.977 1.108 -0.10
H 0.568 -6.064 1.488 0.09
H -0.331 -4.578 1.818 0.09
H 1.181 -4.833 2.637 0.09
H 1.947 -5.238 -1.455 0.12
H 3.508 -5.950 1.696 0.13
O 0.023 -1.592 2.882 -0.21
P -0.586 -0.243 2.761 0.57
O 0.566 0.773 3.315 -0.20
C 1.867 0.717 2.720 -0.27
C 1.904 1.448 1.392 -0.07
O -1.609 -0.267 4.045 -0.23
C -2.087 -1.498 4.589 -0.29
C -1.324 -1.855 5.848 -0.08
O -1.485 0.854 1.987 -0.21
C -1.930 2.057 2.638 -0.25
C -1.128 3.259 2.186 -0.07
H 2.184 -0.320 2.594 0.10
H 2.558 1.181 3.424 0.12
H 1.132 1.074 0.715 0.07
H 2.877 1.329 0.914 0.08
H 1.722 2.514 1.530 0.07
H -2.029 -2.299 3.853 0.10
H -3.143 -1.354 4.826 0.12
H -0.248 -1.821 5.681 0.08
H -1.595 -2.852 6.199 0.08
H -1.544 -1.137 6.640 0.07
H -1.911 1.975 3.720 0.11
H -2.973 2.185 2.342 0.12
H -0.154 3.288 2.671 0.06
H -1.654 4.178 2.452 0.08
H -0.964 3.241 1.108 0.07
O 0.195 2.643 -2.002 -0.21
P -1.072 2.411 -2.762 0.62
O -0.449 1.315 -3.841 -0.24
C 0.194 0.146 -3.334 -0.28
C -0.803 -0.913 -2.894 -0.07
O -1.128 3.770 -3.672 -0.22
C -0.589 5.005 -3.189 -0.28
C 0.770 5.267 -3.804 -0.07
O -2.592 1.991 -3.171 -0.23
C -3.026 1.965 -4.544 -0.26
C -3.131 0.551 -5.073 -0.07
H 0.857 0.407 -2.506 0.10
H 0.821 -0.243 -4.138 0.12
H -1.517 -0.509 -2.171 0.07
H -0.285 -1.758 -2.439 0.07
H -1.377 -1.283 -3.743 0.06
H -0.536 5.009 -2.100 0.10
H -1.285 5.793 -3.481 0.12
H 1.430 4.408 -3.688 0.08
H 1.242 6.138 -3.348 0.08
H 0.671 5.447 -4.876 0.08
H -2.389 2.563 -5.190 0.11
H -4.015 2.426 -4.548 0.12
H -2.151 0.148 -5.319 0.06
H -3.729 0.541 -5.987 0.08
H -3.591 -0.110 -4.339 0.08
```

- HOMO energy: -10.066 eV
- E_tot: -2679.72272 a.u.
- SMILES: COB(O)NS(=O)(=O)F.CCOP(=O)(OCC)OCC.CCOP(=O)(OCC)OCC
- Gap between HOMO and LUMO: 0.345 hartree

---

(2)
The following is a quantum chemistry calculation of a structure of composition H2N2O3Si, from OMol25.

Structure (XYZ):
```
8
Properties=species:S:1:pos:R:3:lowdin_charge:R:1
N 0.559 1.542 0.889 -0.07
N 0.435 0.505 1.347 -0.04
O 0.745 2.704 0.888 0.13
O 0.080 -0.643 1.194 -0.10
O -0.049 0.404 -1.277 -0.43
Si -0.465 -1.042 -1.091 0.61
H 0.310 -1.914 -1.763 -0.09
H -1.615 -1.556 -0.187 -0.02
```

- HOMO energy: -10.307 eV
- E_tot: -625.70855 a.u.
- Energy relative to the best compared isomer or geometry (same formula, charge and spin): 191.60 kJ/mol
- Gap between HOMO and LUMO: 0.361 hartree

---

(3)
The following is a quantum chemistry calculation of a structure of composition C31H46N4P2SiTi, from OMol25.

Structure (XYZ):
```
85
Properties=species:S:1:pos:R:3:lowdin_charge:R:1
Ti 0.464 2.578 -0.615 0.76
C 1.457 -0.144 -3.501 -0.07
C 1.120 1.177 -3.414 -0.13
C -0.205 1.847 -3.733 -0.27
C -1.398 1.668 -2.781 -0.23
C -2.019 0.229 -2.736 -0.08
C -1.739 -0.838 -3.526 -0.08
C -0.695 -0.820 -4.620 -0.21
C 0.645 -1.286 -4.054 -0.18
C -0.322 3.824 0.738 -0.30
H 2.427 -0.457 -3.083 0.11
H 1.965 1.902 -3.293 0.06
H -0.526 1.571 -4.761 0.11
H 0.035 2.895 -3.991 0.00
H -1.320 2.157 -1.735 0.06
H -2.199 2.315 -3.165 0.02
H -2.490 0.058 -1.758 0.10
H -2.047 -1.884 -3.279 0.12
H -0.612 0.198 -4.983 0.06
H -1.034 -1.407 -5.484 0.12
H 0.492 -2.044 -3.255 0.12
H 1.173 -1.812 -4.866 0.12
H -0.300 3.214 1.655 -0.02
H -1.365 4.083 0.571 -0.02
H 0.346 4.689 0.774 -0.03
P -1.964 4.635 -3.732 1.16
P 1.836 4.608 -4.335 1.12
N -3.173 3.928 -4.931 -0.23
N -2.661 6.259 -3.832 -0.26
N 1.838 3.830 -6.025 -0.22
N 3.040 5.827 -4.720 -0.30
C -0.793 4.933 -5.102 -0.48
C 0.430 5.744 -4.674 -0.38
C -4.368 3.439 -4.410 -0.16
C -5.266 3.253 -5.456 -0.10
C -4.603 3.628 -6.665 -0.09
C -3.322 4.042 -6.315 -0.14
C -3.317 6.850 -2.751 -0.15
C -3.735 8.124 -3.110 -0.10
C -3.347 8.337 -4.466 -0.09
C -2.735 7.165 -4.903 -0.13
C 2.569 2.668 -6.297 -0.16
C 2.271 2.207 -7.574 -0.09
C 1.332 3.116 -8.140 -0.08
C 1.098 4.106 -7.185 -0.16
C 3.788 6.089 -5.878 -0.12
C 4.563 7.219 -5.669 -0.09
C 4.250 7.713 -4.350 -0.10
C 3.298 6.872 -3.811 -0.16
H -1.320 5.512 -5.881 0.04
H -0.499 3.997 -5.618 0.05
H 0.724 6.409 -5.499 0.10
H 0.173 6.396 -3.816 0.09
H -4.487 3.292 -3.345 0.10
H -6.293 2.918 -5.345 0.09
H -4.994 3.627 -7.667 0.09
H -2.512 4.420 -6.929 0.09
H -3.446 6.303 -1.836 0.09
H -4.284 8.820 -2.496 0.09
H -3.497 9.209 -5.097 0.10
H -2.367 6.953 -5.907 0.10
H 3.292 2.273 -5.607 0.10
H 2.670 1.325 -8.056 0.09
H 0.869 3.075 -9.120 0.10
H 0.407 4.937 -7.219 0.10
H 3.683 5.457 -6.742 0.10
H 5.282 7.640 -6.351 0.09
H 4.673 8.568 -3.838 0.09
H 2.751 6.902 -2.879 0.10
C 2.526 -0.655 0.646 -0.20
Si 0.714 -0.524 1.212 0.43
C 0.227 -2.331 1.418 -0.21
C 0.471 0.057 3.013 -0.20
C -0.263 0.661 0.067 -0.38
H 3.052 -1.229 1.433 0.03
H 3.016 0.321 0.510 0.01
H 2.563 -1.210 -0.307 0.02
H 0.835 -2.715 2.245 0.03
H -0.815 -2.470 1.703 0.02
H 0.416 -2.967 0.556 0.02
H 0.528 1.149 3.136 0.01
H -0.524 -0.278 3.353 0.03
H 1.246 -0.446 3.622 0.03
H -0.461 0.132 -0.875 -0.05
H -1.259 0.698 0.526 0.00
```

- HOMO energy (alpha / beta): -6.591 / -8.375 eV
- E_tot: -3249.27812 a.u.
- Energy relative to the best compared isomer or geometry (same formula, charge and spin): 37.76 kJ/mol
- Multiplicity: 3
- Gap between HOMO and LUMO (alpha / beta): 0.244 / 0.285 hartree

---

(4)
The following is a quantum chemistry calculation of a structure of composition C28H54AlP2, from OMol25.

Structure (XYZ):
```
85
Properties=species:S:1:pos:R:3:lowdin_charge:R:1
Al 1.051 -0.574 -1.091 0.27
C -2.977 1.865 -0.200 -0.14
C -3.571 1.040 -1.187 -0.16
C -3.148 -0.272 0.658 -0.14
C -2.717 1.056 0.943 -0.13
C -3.663 -0.282 -0.664 -0.13
C -2.652 3.301 -0.347 0.00
H -2.460 3.548 -1.401 0.09
H -1.754 3.572 0.224 0.09
H -3.475 3.945 0.010 0.11
C -2.106 1.557 2.191 -0.01
H -1.039 1.818 2.069 0.09
H -2.160 0.824 3.006 0.09
H -2.610 2.477 2.525 0.11
C -3.165 -1.445 1.562 -0.01
H -4.216 -1.759 1.691 0.11
H -2.758 -1.207 2.551 0.08
H -2.621 -2.310 1.153 0.10
C -4.173 -1.472 -1.374 0.00
H -5.113 -1.235 -1.887 0.10
H -4.367 -2.279 -0.656 0.09
H -3.472 -1.879 -2.122 0.10
C -3.959 1.478 -2.547 -0.02
H -4.858 2.112 -2.558 0.11
H -4.147 0.618 -3.200 0.09
H -3.151 2.067 -3.004 0.09
C 2.441 0.475 -2.045 -0.16
C 1.210 1.198 -1.879 -0.18
C 0.097 1.281 -2.902 -0.14
C -0.726 -0.025 -3.139 -0.16
C -0.320 -1.233 -2.340 -0.18
C 0.932 -1.913 -2.549 -0.19
C 1.892 -1.489 -3.657 -0.15
C 2.798 -0.261 -3.326 -0.16
H 0.456 1.659 -3.864 0.12
H -0.763 -0.267 -4.226 0.12
H -0.601 2.062 -2.537 0.10
H 2.823 0.416 -4.200 0.12
H 3.311 0.827 -1.466 0.12
H 1.211 2.010 -1.141 0.10
H 3.836 -0.625 -3.221 0.12
H 2.558 -2.346 -3.843 0.11
H 0.934 -2.990 -2.338 0.06
H 1.357 -1.304 -4.607 0.12
H -1.766 0.203 -2.867 0.07
H -1.159 -1.810 -1.938 0.11
P 2.494 3.703 1.185 0.75
C 2.793 4.623 2.754 -0.33
H 3.546 5.412 2.613 0.04
H 3.120 3.910 3.522 0.04
H 1.834 5.059 3.065 0.03
C 4.221 3.140 0.848 -0.32
H 4.894 4.001 0.920 0.04
H 4.281 2.693 -0.154 0.02
H 4.498 2.377 1.590 0.03
C 2.471 5.139 0.028 -0.33
H 2.546 4.775 -1.005 0.03
H 3.300 5.824 0.259 0.04
H 1.505 5.653 0.146 0.03
P 1.349 -4.356 -0.227 0.79
C 0.024 -5.489 -0.768 -0.29
H 0.397 -6.177 -1.537 0.04
H -0.784 -4.875 -1.194 0.02
H -0.366 -6.040 0.096 0.04
C 2.761 -4.909 -1.251 -0.29
H 2.404 -5.314 -2.206 0.04
H 3.335 -5.669 -0.706 0.04
H 3.405 -4.040 -1.458 0.03
C 1.784 -4.917 1.449 -0.30
H 2.353 -5.849 1.359 0.04
H 0.855 -5.065 2.019 0.04
H 2.393 -4.142 1.943 0.03
C 2.724 -0.862 1.488 -0.08
C 1.253 -1.169 1.797 -0.50
C 0.751 -0.744 3.175 -0.08
C 0.332 -0.602 0.732 -0.17
H 2.885 0.183 1.176 0.06
H 3.069 -1.511 0.662 0.07
H 3.374 -1.056 2.353 0.08
H 1.133 -2.263 1.721 0.07
H 0.659 0.343 3.265 0.07
H -0.246 -1.159 3.360 0.07
H 1.405 -1.088 3.981 0.08
H -0.632 -1.129 0.751 0.05
H 0.111 0.451 0.943 0.05
```

- HOMO energy (alpha / beta): -8.642 / -9.090 eV
- E_tot: -2024.01351 a.u.
- Energy relative to the best compared isomer or geometry (same formula, charge and spin): 420.80 kJ/mol
- Gap between HOMO and LUMO (alpha / beta): 0.105 / 0.139 hartree
- Charge: +1

---

(5)
The following is a quantum chemistry calculation of a cluster of 2 separate species, H8N4O2 in total, from OMol25.

Structure (XYZ):
```
14
Properties=species:S:1:pos:R:3:lowdin_charge:R:1
N 0.889 1.007 -0.248 -0.18
N -0.467 1.316 -0.406 -0.02
O 1.663 2.183 0.105 -0.09
H 2.313 2.272 -0.602 0.08
H 0.967 0.393 0.572 0.08
H -0.826 1.903 0.350 0.09
H -0.580 1.831 -1.275 0.09
N 0.022 -1.943 -0.148 -0.16
N -1.321 -1.532 0.166 -0.04
O 0.633 -1.594 1.110 -0.20
H -0.305 -1.850 1.610 0.16
H 0.467 -1.313 -0.822 0.08
H -1.477 -0.549 -0.082 0.04
H -1.977 -2.125 -0.332 0.08
```

- HOMO energy: -8.870 eV
- E_tot: -374.11109 a.u.
- Energy relative to the best compared isomer or geometry (same formula, charge and spin): 5.47 kJ/mol
- SMILES: NNO.NNO
- Gap between HOMO and LUMO: 0.362 hartree

---

(6)
The following is a quantum chemistry calculation of the molecule C5H11NO, from OMol25.

Structure (XYZ):
```
18
Properties=species:S:1:pos:R:3:lowdin_charge:R:1
C -0.139 1.974 0.676 -0.26
N 0.121 0.831 -0.277 -0.11
C -1.081 0.152 -0.652 -0.29
C -0.815 -0.728 -1.841 -0.10
C 1.188 -0.099 0.209 -0.22
C 0.903 -0.793 1.547 -0.10
O 0.762 2.455 1.292 0.05
H -1.132 2.327 0.973 0.13
H -1.225 -0.522 0.139 0.08
H -2.052 0.682 -0.753 0.14
H -1.568 -1.115 -2.445 0.04
H -0.460 -0.054 -2.606 0.07
H -0.069 -1.647 -1.766 0.12
H 2.065 0.524 0.490 0.12
H 1.347 -0.924 -0.544 0.11
H 1.762 -1.015 2.191 0.08
H 0.397 -1.772 1.410 0.07
H -0.004 -0.277 1.958 0.08
```

- HOMO energy: -9.160 eV
- E_tot: -327.03449 a.u.
- Energy relative to the best compared isomer or geometry (same formula, charge and spin): 254.29 kJ/mol
- SMILES: CCN(C=O)CC
- Gap between HOMO and LUMO: 0.372 hartree